No. 1
Entry from the OMol25 dataset: a molecular structure, C11H10ClCoN in a non-equilibrium geometry (ωB97M-V/def2-TZVPD).

Each line ends with the Löwdin spin population.
Positions of all 24 atoms, in Å:
Co 0.21 -0.12 0.56  2.50
Cl 0.96 1.91 0.53  0.14
N -0.32 -0.07 3.52  0.04
C -1.28 -1.82 0.00  0.04
C 0.96 -1.90 -0.58  0.02
C 0.11 2.91 -4.66  0.04
C -1.13 2.26 -5.00  0.36
C -0.38 -1.79 -1.07  0.07
C -0.08 0.24 2.39  0.09
C 1.18 2.06 -5.09  0.25
C -0.51 -2.15 1.17  0.08
C 0.61 0.90 -5.71  0.26
C 0.91 -2.03 0.83  0.01
C -0.81 1.02 -5.65  0.04
H 0.21 3.88 -4.18  0.00
H -1.53 0.32 -6.07  0.00
H 2.24 2.29 -5.01  0.01
H -0.65 -1.91 -2.10  0.00
H -0.94 -2.50 2.14  0.00
H 1.73 -2.24 1.51  0.00
H -2.12 2.66 -4.84  0.02
H 1.16 0.09 -6.18  0.01
H 1.83 -2.10 -1.15  0.00
H -2.36 -1.89 -0.03  0.00

Output
Net charge = -1
HOMO energy (alpha / beta) = -3.4 / -4.6 eV
Orbital gap (alpha / beta) = 6.4 / 4.9 eV
Multiplicity = 5

---

No. 2
Entry from the OMol25 dataset: a gas-phase ion, C26H21Br2N2O (charge +1) in a non-equilibrium geometry (ωB97M-V/def2-TZVPD).

Each line ends with the natural charge from an NBO analysis.
Positions of all 52 atoms, in Å:
Br -6.06 2.63 -3.17  0.08
Br 6.46 2.63 -3.89  0.10
O 0.42 -2.46 -0.18  -0.55
N -3.09 -2.86 -0.90  0.34
N -2.30 -2.25 -0.35  0.16
C 2.21 -2.79 3.47  -0.21
C -4.08 0.59 -2.92  -0.24
C 4.92 1.95 -3.02  -0.06
C -4.35 1.90 -2.57  -0.04
C -2.21 0.63 -1.40  -0.07
C 0.28 0.60 -0.92  -0.25
C -3.50 2.65 -1.76  -0.22
C -1.49 -1.15 0.31  0.04
C -0.14 -1.83 0.71  0.58
C 0.58 -1.70 2.02  -0.22
C -1.02 -0.19 -0.84  -0.28
C -2.45 1.98 -1.09  -0.19
C 0.29 -0.83 3.09  0.05
C 1.77 -2.05 4.58  -0.15
C 1.53 0.08 -1.13  -0.14
C 2.70 2.17 -2.07  -0.18
C 1.54 -2.71 2.25  -0.12
C 4.96 0.60 -2.67  -0.24
C -2.33 -1.07 1.70  -0.40
C -2.97 -0.01 -2.35  -0.17
C 3.80 2.73 -2.74  -0.24
C 0.78 -1.10 4.38  -0.22
C 2.68 0.78 -1.74  -0.02
C -0.56 0.42 2.84  -0.43
C -2.04 0.04 2.70  -0.40
C 3.85 0.04 -2.05  -0.18
H 3.81 -1.02 -1.79  0.21
H 3.83 3.76 -3.08  0.24
H -0.84 -0.95 -1.70  0.27
H -0.49 1.11 3.70  0.24
H -2.68 0.91 2.48  0.23
H -2.65 -0.98 -2.70  0.19
H 1.78 -0.99 -0.94  0.23
H -2.35 -0.36 3.69  0.24
H -3.60 3.71 -1.70  0.24
H -1.85 2.57 -0.42  0.23
H -0.21 0.91 1.90  0.22
H 5.80 -0.03 -2.86  0.24
H -4.66 0.05 -3.64  0.24
H 0.41 -0.51 5.22  0.23
H 2.22 -2.19 5.55  0.24
H -2.19 -2.10 2.17  0.24
H 0.20 1.71 -0.77  0.22
H 1.85 2.81 -1.85  0.21
H -3.43 -1.05 1.52  0.24
H 3.09 -3.43 3.55  0.24
H 1.79 -3.35 1.41  0.24

Output
Net charge = +1
HOMO energy = -10.9 eV
SMILES string = N#[N+][C@@]1([C@H](/C=C/c2ccc(Br)cc2)c2ccc(Br)cc2)CCCc2ccccc2C1=O
Orbital gap = 5.8 eV

---

No. 3
Entry from the OMol25 dataset: 4 unconnected molecules or ions with the total composition C4H14O3 in a non-equilibrium geometry (ωB97M-V/def2-TZVPD).

Each line ends with the natural charge from an NBO analysis.
Positions of all 21 atoms, in Å:
O -0.40 -0.68 -1.99  -0.95
O 2.40 0.92 -2.09  -0.94
O -3.58 0.08 -1.25  -0.94
C -0.77 1.06 2.11  -0.65
C -0.01 0.11 1.24  -0.18
C 1.30 -0.03 0.98  -0.17
C 2.05 -1.21 0.43  -0.65
H -1.84 0.97 1.93  0.22
H 1.36 -2.05 0.30  0.20
H 2.64 -1.65 1.24  0.22
H -1.35 -0.80 -2.16  0.48
H 2.33 1.80 -1.71  0.46
H -0.66 0.88 3.17  0.22
H -0.19 -1.54 -1.56  0.47
H 1.81 0.87 1.34  0.18
H 1.46 0.75 -2.25  0.49
H -4.14 0.81 -1.06  0.47
H -0.57 -0.72 0.79  0.17
H 2.70 -0.98 -0.40  0.25
H -4.09 -0.67 -0.94  0.47
H -0.42 2.08 1.90  0.21

Output
ΔE to the lowest compared entry with this formula, charge and spin = 32.8 kcal/mol
HOMO energy = -8.8 eV
SMILES string = C/C=C/C.O.O.O
Orbital gap = 9.2 eV

---

No. 4
Entry from the OMol25 dataset: a molecular structure, C40H41IrN10O4 (ωB97M-V/def2-TZVPD).

Each line ends with the Löwdin charge.
Positions of all 96 atoms, in Å:
Ir -1.62 -1.14 -0.16  1.40
O 1.18 -2.63 -1.66  0.02
O -1.27 -0.50 -2.13  -0.21
O -0.11 3.05 4.36  0.11
O 0.30 -0.52 0.27  -0.21
N -1.91 -1.71 1.76  -0.11
N 0.73 0.34 -3.69  0.09
N 0.50 3.24 2.16  0.15
N 2.58 0.41 -0.79  0.10
N -2.36 0.81 0.24  -0.06
N -2.65 -4.84 -0.95  0.20
N -3.51 -1.72 -0.74  -0.11
N 0.02 -2.90 -1.80  -0.01
N -1.72 3.39 2.76  0.13
N 0.74 -3.80 1.49  0.23
C -4.00 2.52 0.01  -0.02
C 3.01 0.29 0.43  0.02
C 4.01 2.93 3.35  -0.03
C 1.00 -1.01 3.82  0.06
C 0.15 -0.43 -4.56  0.03
C 2.63 2.95 3.39  0.00
C 4.73 3.14 2.17  -0.28
C 3.18 0.52 -3.22  -0.13
C -1.73 -1.19 -3.14  -0.29
C 1.97 1.06 -3.98  -0.13
C -4.35 -1.63 1.64  -0.16
C 3.06 -0.69 5.25  -0.02
C 2.61 3.40 1.03  -0.04
C 0.10 -3.52 0.58  -0.21
C -2.63 -2.68 -5.44  -0.23
C -0.39 3.20 3.20  -0.51
C 2.95 -0.27 2.76  0.04
C -1.82 1.49 1.26  -0.04
C -1.50 -1.91 -5.49  0.05
C -3.13 -3.48 -6.62  -0.02
C -1.04 -1.16 -4.38  -0.11
C 0.28 -1.00 2.63  -0.15
C -4.67 -1.86 0.18  -0.17
C -1.05 -1.55 2.70  -0.07
C 2.27 -0.22 1.53  -0.10
C 3.36 1.10 -1.82  -0.14
C 0.90 -0.59 1.42  -0.28
C 3.99 3.38 1.01  -0.06
C -2.90 -1.97 -3.10  -0.12
C -3.42 1.33 -0.40  -0.11
C -3.46 3.21 1.08  0.03
C -3.15 -2.42 2.11  -0.16
C 6.23 3.15 2.16  -0.04
C 1.91 3.18 2.22  -0.22
C -0.74 -3.11 -0.55  -0.42
C -3.77 -2.05 -1.95  -0.09
C -1.79 -4.10 -0.81  -0.23
C -3.32 -2.67 -4.23  0.07
C 2.34 -0.65 3.93  -0.24
C -2.32 2.71 1.71  -0.21
H -2.33 3.73 3.49  0.16
H -3.79 0.78 -1.25  0.11
H 4.51 3.59 0.08  0.11
H 1.63 0.09 -0.95  0.12
H 4.56 2.77 4.27  0.13
H -1.34 -1.91 3.69  0.15
H -5.06 -2.88 0.05  0.13
H 3.13 -1.70 5.63  0.09
H -2.42 -3.44 -7.44  0.08
H -3.12 -3.41 1.65  0.13
H 2.06 3.63 0.12  0.11
H -0.97 1.04 1.75  0.10
H 0.13 3.61 1.29  0.15
H 0.48 -1.34 4.72  0.14
H 0.24 0.42 -2.80  0.13
H -5.23 -1.95 2.21  0.13
H 6.62 3.92 2.83  0.09
H -5.44 -1.17 -0.14  0.13
H -4.08 -3.09 -6.97  0.09
H -4.77 -2.45 -2.15  0.15
H 2.14 0.96 -5.05  0.13
H 4.41 1.05 -1.52  0.13
H -4.21 -0.57 1.86  0.11
H -3.18 -2.55 3.19  0.13
H 3.17 -0.57 -3.19  0.13
H 6.63 3.34 1.17  0.08
H -3.89 4.15 1.41  0.13
H 3.08 2.16 -1.81  0.12
H -0.92 -1.87 -6.41  0.13
H 6.64 2.19 2.51  0.08
H 1.82 2.12 -3.77  0.13
H 2.53 -0.09 5.99  0.09
H 4.07 0.81 -3.79  0.13
H -3.27 -4.52 -6.34  0.09
H 2.11 2.81 4.33  0.11
H -4.86 2.90 -0.52  0.12
H -4.24 -3.25 -4.15  0.14
H 4.00 0.01 2.77  0.13
H 0.65 -0.51 -5.53  0.16
H 4.07 -0.29 5.15  0.08
H 4.02 0.63 0.62  0.15

Output
Net charge = +2
HOMO energy = -12.9 eV
Orbital gap = 7.2 eV

---

No. 5
Entry from the OMol25 dataset: a molecular structure, C27H32As2CrN6OS in a non-equilibrium geometry (ωB97M-V/def2-TZVPD).

Each line ends with the Löwdin spin population.
Positions of all 70 atoms, in Å:
As 0.80 1.14 2.52  0.00
As 0.44 2.87 -0.24  -0.01
Cr 0.33 0.39 0.15  1.04
S -1.97 -0.07 0.07  -0.01
O 2.30 0.61 0.01  0.01
N -3.12 -1.08 -2.09  -0.01
N 0.20 -0.03 -1.79  -0.01
N -0.93 -0.50 -2.35  0.00
N 2.29 -6.28 2.59  0.00
N 0.68 -1.56 0.65  -0.01
N -1.98 2.39 1.66  0.00
C 1.99 -3.55 0.43  0.00
C -4.83 4.34 1.64  0.00
C 3.33 0.85 -3.48  0.00
C 3.01 0.81 -1.06  0.01
C 1.56 -2.32 -0.01  0.00
C 4.34 1.28 -0.94  0.00
C 5.11 1.53 -2.05  0.00
C 1.92 3.30 0.95  0.00
C 1.18 0.12 -2.64  0.01
C -3.10 2.59 1.64  0.00
C 4.60 1.32 -3.33  0.00
C 0.53 -3.28 2.31  0.00
C -0.60 4.48 0.21  0.00
C 3.83 4.64 1.56  0.00
C 1.95 -0.05 3.59  0.00
C 2.00 2.63 2.17  0.00
C 1.92 -5.29 2.16  0.00
C 2.85 4.29 0.65  0.00
C -1.98 -0.59 -1.59  0.00
C 3.89 4.00 2.78  0.00
C 1.03 3.51 -2.01  0.00
C -4.51 2.84 1.62  0.00
C -0.21 1.87 4.05  0.00
C 2.98 3.01 3.09  0.00
C 2.50 0.58 -2.37  0.00
C 0.16 -2.07 1.78  0.00
C 1.48 -4.05 1.63  0.00
H 2.70 -4.13 -0.15  0.00
H -5.91 4.47 1.74  0.00
H -1.47 4.58 -0.44  0.00
H -4.95 2.37 2.51  0.00
H -3.92 -1.16 -1.50  0.00
H 4.65 4.26 3.50  0.00
H 2.80 4.80 -0.31  0.00
H 5.21 1.54 -4.20  0.00
H 2.92 0.69 -4.47  0.00
H 1.00 4.60 -2.04  0.00
H 0.04 5.37 0.10  0.00
H 3.01 2.52 4.06  0.00
H -0.93 4.42 1.25  0.00
H 6.12 1.87 -1.93  0.00
H 0.48 2.24 4.82  0.00
H -0.85 2.69 3.73  0.00
H 0.09 -3.64 3.23  0.00
H -4.52 4.83 0.72  0.00
H -4.94 2.38 0.73  0.00
H -3.14 -1.43 -3.04  0.00
H 2.04 3.16 -2.25  0.00
H -0.61 -1.47 2.26  0.00
H -0.84 1.09 4.48  0.00
H 4.55 5.41 1.32  0.00
H 1.95 -1.91 -0.94  0.00
H 0.95 -0.14 -3.67  0.00
H 0.34 3.12 -2.76  0.00
H 2.36 0.46 4.46  0.00
H 1.37 -0.90 3.94  0.00
H 4.72 1.44 0.06  0.00
H -4.35 4.83 2.49  0.00
H 2.78 -0.41 2.97  0.00

Output
Net charge = +1
ΔE to the lowest compared entry with this formula, charge and spin = 17.7 kcal/mol
HOMO energy (alpha / beta) = -10.1 / -10.2 eV
Orbital gap (alpha / beta) = 6.0 / 6.5 eV
Multiplicity = 2

---

No. 6
Entry from the OMol25 dataset: 2 unconnected molecules or ions with the total composition C5H11NO in a non-equilibrium geometry (ωB97M-V/def2-TZVPD).

Each line ends with the natural charge from an NBO analysis.
Positions of all 18 atoms, in Å:
O 0.03 2.80 0.12  -0.51
N 0.11 -2.88 0.89  -0.83
C 1.18 -0.99 2.03  -0.56
C 0.27 -1.97 1.92  0.03
C -0.10 2.18 -0.90  0.44
C -0.79 0.42 -2.55  -0.61
C -0.63 0.79 -1.07  -0.53
H 0.28 2.68 -1.82  0.09
H 1.55 -0.72 3.01  0.22
H 0.14 0.61 -3.08  0.21
H -1.58 0.76 -0.52  0.24
H -0.04 0.03 -0.54  0.24
H -0.45 -2.09 2.73  0.19
H 1.63 -0.50 1.17  0.19
H -1.13 -0.61 -2.60  0.22
H 0.74 -2.81 0.11  0.38
H -1.58 1.02 -3.01  0.21
H -0.26 -3.78 1.04  0.39

Output
ΔE to the lowest compared entry with this formula, charge and spin = 57.0 kcal/mol
HOMO energy = -8.0 eV
SMILES string = CCC=O.C=CN
Orbital gap = 8.9 eV

---

No. 7
Entry from the OMol25 dataset: 3 unconnected molecules or ions with the total composition C4H11N3 in a non-equilibrium geometry (ωB97M-V/def2-TZVPD).

Each line ends with the natural charge from an NBO analysis.
Positions of all 18 atoms, in Å:
N -0.94 -0.80 0.27  -0.19
N -1.39 -1.62 -0.78  -0.69
N -1.99 0.09 0.58  -0.70
C 1.82 -0.91 1.27  -0.44
C 0.62 0.44 -0.61  -0.12
C 1.45 -0.24 0.22  -0.01
C 0.22 1.86 -0.37  -0.66
H -1.54 -1.11 -1.65  0.32
H -1.98 0.21 1.59  0.36
H -0.70 -2.36 -0.93  0.36
H 0.59 2.51 -1.16  0.22
H 0.56 2.22 0.60  0.22
H 0.58 0.10 -1.65  0.21
H -2.91 -0.27 0.32  0.35
H 2.87 -1.01 1.52  0.23
H 1.08 -1.41 1.87  0.24
H 2.54 0.39 -0.72  0.05
H -0.88 1.89 -0.36  0.26

Output
ΔE to the lowest compared entry with this formula, charge and spin = 187.5 kcal/mol
HOMO energy (alpha / beta) = -6.7 / -6.3 eV
Orbital gap (alpha / beta) = 7.6 / 7.2 eV

---

No. 8
Entry from the OMol25 dataset: a molecular structure, C12H16LiO6S (ωB97M-V/def2-TZVPD).

Each line ends with the natural charge from an NBO analysis.
Positions of all 36 atoms, in Å:
S 0.27 -1.48 1.94  1.26
O 1.23 -1.94 2.99  -1.01
O -2.62 0.79 -1.86  -0.69
O -0.92 4.44 -0.57  -0.70
O -1.40 0.22 -0.05  -0.91
O 1.51 0.83 -0.47  -0.58
O -0.14 2.91 0.88  -0.88
C -0.33 3.40 -0.28  0.78
C -1.25 -3.59 2.30  -0.42
C 2.62 1.83 -2.24  -0.43
C -1.32 -1.15 2.76  -0.63
C -2.13 -2.45 2.83  -0.41
C -0.43 -2.95 1.19  -0.61
C 0.90 0.29 -1.67  0.08
C 0.35 2.62 -1.44  -0.36
C 1.76 2.16 -1.03  0.09
C -1.57 0.72 -1.22  0.79
C 1.99 0.49 -2.71  -0.43
C -0.28 1.24 -1.91  -0.35
Li -0.03 1.12 0.79  0.87
H 0.40 -3.54 0.81  0.23
H -1.03 -0.74 3.73  0.24
H 0.40 3.30 -2.29  0.22
H -1.05 -2.61 0.35  0.25
H 1.57 0.55 -3.72  0.21
H 2.57 2.62 -2.99  0.21
H -2.50 -2.65 3.84  0.21
H 0.61 -0.74 -1.47  0.21
H -0.58 -3.95 3.08  0.22
H -0.51 1.30 -2.97  0.22
H 2.22 2.77 -0.26  0.22
H 2.72 -0.32 -2.69  0.20
H 3.66 1.69 -1.95  0.20
H -3.01 -2.35 2.18  0.21
H -1.84 -4.43 1.94  0.21
H -1.83 -0.38 2.18  0.28

Output
Net charge = -1
HOMO energy = -5.2 eV
Orbital gap = 7.9 eV

---

No. 9
Entry from the OMol25 dataset: a single C5H3NS2 molecule in a non-equilibrium geometry (ωB97M-V/def2-TZVPD).

Each line ends with the natural charge from an NBO analysis.
Positions of all 11 atoms, in Å:
S -2.36 0.29 -2.46  -0.10
S -1.31 -1.41 -2.22  -0.02
N -0.12 0.44 -0.35  -0.44
C 1.36 -1.05 1.10  0.18
C 0.70 -1.62 0.18  -0.13
C 0.57 0.93 0.67  0.05
C 1.45 0.25 1.49  -0.33
C 0.05 -0.81 -0.66  0.19
H -2.65 0.44 -1.10  0.15
H 1.88 0.65 2.36  0.25
H 0.43 1.90 0.99  0.21

Output
ΔE to the lowest compared entry with this formula, charge and spin = 34.3 kcal/mol
HOMO energy = -8.4 eV
SMILES string = SSC1=C=C=CC=N1
Orbital gap = 7.5 eV

---

No. 10
Entry from the OMol25 dataset: 2 unconnected molecules or ions with the total composition C3H9NO3 in a non-equilibrium geometry (ωB97M-V/def2-TZVPD).

Each line ends with the natural charge from an NBO analysis.
Positions of all 16 atoms, in Å:
O 0.67 2.09 1.26  -0.69
O -0.46 3.04 2.99  -0.59
O -2.44 1.53 4.53  -0.94
N 0.00 0.00 0.00  -0.85
C -1.38 0.37 0.41  -0.23
C -0.37 2.16 2.10  0.78
C -1.31 0.95 1.87  -0.53
H -2.05 -0.51 0.37  0.20
H -1.78 1.13 -0.28  0.20
H -2.66 2.15 5.26  0.48
H -1.01 0.09 2.49  0.24
H 0.48 1.32 0.66  0.49
H -2.35 1.22 2.15  0.21
H -0.01 -0.08 -1.02  0.38
H 0.29 -0.92 0.35  0.38
H -2.93 1.88 3.75  0.46

Output
ΔE to the lowest compared entry with this formula, charge and spin = 26.9 kcal/mol
HOMO energy = -9.7 eV
SMILES string = NCCC(=O)O.O
Orbital gap = 10.2 eV

---

No. 11
Entry from the OMol25 dataset: a single C18H25N5O3S molecule (ωB97M-V/def2-TZVPD).

Each line ends with the natural charge from an NBO analysis.
Positions of all 52 atoms, in Å:
S 0.67 1.19 -2.19  0.36
O -1.61 2.37 -1.44  -0.59
O 3.69 -0.99 -1.11  -0.64
O -4.88 0.59 1.17  -0.61
N 0.54 -1.20 -1.08  -0.54
N -1.21 -2.01 0.27  -0.54
N 2.85 0.91 -0.21  -0.63
N -3.26 1.48 -0.13  -0.45
N -3.06 -0.70 0.74  -0.42
C -3.59 -1.80 1.52  -0.41
C -3.80 0.46 0.63  0.80
C -0.19 -4.55 0.33  -0.60
C 2.24 0.42 2.13  -0.41
C -0.09 -0.05 -1.24  0.14
C 1.90 -3.20 0.73  -0.61
C 0.70 -3.43 -0.20  -0.26
C -1.34 0.19 -0.64  -0.28
C 2.12 1.65 3.03  -0.41
C 4.01 2.03 1.63  -0.41
C 3.38 0.73 1.13  -0.07
C -2.04 1.44 -0.80  0.66
C 2.85 2.77 2.29  -0.40
C -0.05 -2.14 -0.34  0.51
C 2.26 0.36 -2.48  -0.63
C -4.06 2.69 -0.23  -0.42
C 3.00 0.00 -1.20  0.70
C -1.86 -0.86 0.12  0.47
H -1.04 -4.70 -0.33  0.21
H 1.09 -3.69 -1.19  0.23
H 2.85 1.06 -3.07  0.25
H 2.45 -4.13 0.85  0.21
H 2.46 -0.48 2.70  0.22
H -4.58 -1.51 1.88  0.25
H -4.21 3.11 0.76  0.22
H -3.51 3.39 -0.86  0.24
H -3.65 -2.70 0.91  0.22
H 3.18 3.56 2.95  0.22
H 4.77 1.80 2.37  0.21
H 2.57 -2.46 0.29  0.25
H -5.03 2.46 -0.67  0.22
H 4.47 2.59 0.82  0.22
H 2.10 -0.55 -3.06  0.26
H 1.57 -2.85 1.70  0.20
H -0.57 -4.30 1.31  0.21
H -2.93 -2.00 2.37  0.21
H 1.31 0.24 1.58  0.21
H 2.61 1.47 3.99  0.20
H 0.37 -5.48 0.39  0.21
H 2.23 1.69 -0.36  0.40
H 2.20 3.21 1.53  0.19
H 1.08 1.91 3.24  0.21
H 4.10 -0.09 1.06  0.24

Output
ΔE to the lowest compared entry with this formula, charge and spin = 0.0 kcal/mol
HOMO energy = -9.1 eV
SMILES string = CC(C)c1nc(SCC(=O)NC2CCCC2)c2c(=O)n(C)c(=O)n(C)c2n1
Orbital gap = 9.2 eV

---

No. 12
Entry from the OMol25 dataset: 2 unconnected molecules or ions with the total composition C4H10O3 (ωB97M-V/def2-TZVPD).

Each line ends with the natural charge from an NBO analysis.
Positions of all 17 atoms, in Å:
O -0.11 0.08 -1.44  -0.72
O 2.12 2.65 -1.12  -0.51
O -1.18 -3.23 -0.18  -0.94
C -1.23 -0.13 0.73  -0.64
C 1.94 1.74 -0.36  0.46
C 0.07 0.13 -0.03  0.10
C 0.69 1.46 0.40  -0.53
H -0.05 2.24 0.31  0.22
H -0.75 -4.09 -0.05  0.47
H 2.73 0.98 -0.15  0.09
H -1.95 -0.74 0.18  0.24
H -1.02 -0.62 1.68  0.22
H -0.71 0.79 -1.72  0.47
H 0.76 -0.68 0.18  0.17
H -0.58 -2.77 -0.78  0.47
H 1.03 1.35 1.43  0.23
H -1.73 0.83 0.91  0.20

Output
ΔE to the lowest compared entry with this formula, charge and spin = 27.3 kcal/mol
HOMO energy = -9.8 eV
SMILES string = C[C@@H](O)CC=O.O
Orbital gap = 10.5 eV

---

- Which formula does entry 2 have?
  C26H21Br2N2O